No. 1
Here is C5H8N2 in the gas phase from the OMol25 dataset. Energies are from ωB97M-V/def2-TZVPD.

**Net charge**: 0
**HOMO level**: -0.3516 Eh
**DFT total energy**: -8293.22342 eV
**LUMO**: 0.9244 eV
**Structure (SMILES)**: C[C@H]1[C@@H](C#N)N1C
**Orbital gap**: 10.5 eV
**Energy above the lowest of the compared OMol25 structures with the same formula, charge and spin**: 171.1 kJ/mol

```
15
Properties=species:S:1:pos:R:3:forces:R:3
N 1.03409 -0.47369 -0.46819 0.0176 -0.1952 -0.0486
N 0.06387 2.60244 1.14090 0.3402 -0.7378 -0.6726
C -0.27397 -0.19323 -1.02160 -0.4034 -0.0926 0.1439
C 0.37135 1.83702 0.32897 -0.3451 0.6032 0.6818
C -1.57837 -0.33123 -0.21314 0.1375 0.0626 -0.3058
C 0.71228 0.91358 -0.73604 -0.0667 0.1609 -0.0907
C 1.11550 -0.93436 0.90060 -0.0612 -0.0903 0.2014
H -2.06281 -1.28268 -0.46365 0.1073 0.2053 -0.0268
H 0.22758 -0.67315 1.48225 0.2823 0.0150 0.1986
H -0.36876 -0.49629 -2.06967 -0.0208 0.1699 0.3356
H -1.50333 -0.29502 0.88300 0.2470 0.1246 -0.5077
H 1.99800 -0.50731 1.37851 -0.0390 -0.0925 -0.0269
H 1.31416 1.37211 -1.51995 -0.2648 -0.0743 0.0669
H 1.19851 -2.02247 0.87771 0.0815 0.0787 0.0807
H -2.24810 0.48429 -0.49970 -0.0124 -0.1376 -0.0298
```
Forces are in eV/Å.

Results of the natural (NBO) charge analysis, in e, for atoms 1 through 4:
1. N -0.366
2. N -0.318
3. C -0.028
4. C 0.260

***

No. 2
Here is C5H8N2 in the gas phase from the OMol25 dataset. Energies are from ωB97M-V/def2-TZVPD.

**Net charge**: 0
**HOMO level**: -0.3101 Eh
**DFT total energy**: -8294.77337 eV
**LUMO**: 0.8890 eV
**Structure (SMILES)**: Cc1cn(C)cn1
**Orbital gap**: 9.3 eV
**Energy above the lowest of the compared OMol25 structures with the same formula, charge and spin**: 21.5 kJ/mol

```
15
Properties=species:S:1:pos:R:3:forces:R:3
N 1.40170 -0.25543 0.89281 -0.2253 0.1703 -0.1751
N 0.25534 -0.17150 -1.01270 0.0102 -0.0132 0.1935
C 1.48015 -0.21372 -0.41810 -0.0076 0.0593 -0.1683
C -0.52893 0.06095 2.52417 0.0131 -0.0812 0.1782
C -0.08148 0.14433 -2.38453 -0.0039 -0.0376 -0.1999
C -0.66305 -0.19941 0.01075 0.1064 0.2880 -0.0586
C 0.05257 -0.20798 1.17084 -0.3255 0.1449 -0.0147
H 2.39494 -0.17755 -1.00273 -0.1981 -0.0769 0.1594
H 0.24166 0.55117 3.13488 -0.3945 -0.1217 -0.0383
H 0.82351 0.35821 -2.95676 -0.0710 -0.1317 0.1197
H -0.90003 -0.82568 3.04344 0.3140 -0.1129 0.0061
H -0.71822 1.03685 -2.41763 0.1458 -0.1907 0.0313
H -0.61831 -0.68727 -2.84803 0.0958 0.0912 -0.0198
H -1.72624 -0.12136 -0.15666 0.0967 0.0112 -0.0867
H -1.41362 0.70840 2.42024 0.4439 0.0009 0.0732
```
Forces are in eV/Å.

Results of the natural (NBO) charge analysis, in e, for atoms 1 through 4:
1. N -0.465
2. N -0.345
3. C 0.175
4. C -0.636

***

No. 3
Here is C5H8N2 in the gas phase from the OMol25 dataset. Energies are from ωB97M-V/def2-TZVPD.

**Net charge**: 0
**HOMO level**: -0.3512 Eh
**DFT total energy**: -8293.62205 eV
**LUMO**: 0.9507 eV
**Structure (SMILES)**: C[C@H]1CN[C@H]1C#N
**Orbital gap**: 10.5 eV
**Energy above the lowest of the compared OMol25 structures with the same formula, charge and spin**: 132.6 kJ/mol

```
15
Properties=species:S:1:pos:R:3:forces:R:3
N -0.85053 2.52403 1.31165 0.1325 -1.0625 -0.1175
N 0.53417 -0.75463 1.45501 0.1393 0.1061 0.2228
C -0.35741 -0.52064 -0.48577 -0.0075 0.0261 -0.1232
C -0.68057 -0.07696 0.97553 -0.2247 0.0650 0.0380
C -0.13348 0.59660 -1.49275 -0.0092 0.0449 -0.0232
C -0.76295 1.37893 1.16889 -0.0356 0.9050 0.1701
C 0.95530 -1.10382 0.08530 0.1845 -0.1788 -0.2012
H -1.07031 -1.26786 -0.84807 0.1432 0.1511 0.0511
H -0.99245 1.26973 -1.57502 0.0415 -0.1607 -0.0237
H 1.83064 -0.56158 -0.29677 -0.0881 -0.0938 0.1694
H 0.72509 1.20075 -1.17856 -0.1601 0.0022 -0.0764
H 0.08959 0.19003 -2.48461 -0.0391 0.0229 0.1443
H 1.12884 -2.17732 -0.04313 -0.0774 0.1444 -0.0085
H 1.17405 -0.18744 1.99877 -0.0937 -0.0498 -0.0992
H -1.58997 -0.50982 1.40954 0.0945 0.0780 -0.1227
```
Forces are in eV/Å.

Results of the natural (NBO) charge analysis, in e, for atoms 1 through 4:
1. N -0.320
2. N -0.597
3. C -0.205
4. C -0.155

***

No. 4
Here is a molecular structure, C5H8N2 from the OMol25 dataset. Energies are from ωB97M-V/def2-TZVPD.

**Net charge**: 0
**HOMO level**: -0.3680 Eh
**DFT total energy**: -8290.47282 eV
**LUMO**: 0.7540 eV
**Orbital gap**: 10.8 eV
**Energy above the lowest of the compared OMol25 structures with the same formula, charge and spin**: 436.5 kJ/mol

```
15
Properties=species:S:1:pos:R:3:forces:R:3
N -1.03309 2.03435 -1.18744 1.6286 -5.9917 5.2312
N -0.07740 -0.25707 1.43664 0.6215 2.2402 3.0324
C 1.32531 -0.99043 -0.16894 1.0007 -3.5320 -3.8043
C 1.09126 0.17859 0.73812 6.9233 3.0012 1.1704
C -0.12603 -1.26885 -0.81569 0.7793 1.0337 0.8033
C -0.80417 1.09030 -0.41958 -3.1584 5.4053 -5.6359
C -0.83993 -0.28034 0.25946 -5.1158 -0.0879 -4.0436
H 2.25553 0.35975 1.24697 -3.5588 -0.8168 -0.2051
H -0.27047 0.56426 2.16491 -0.3981 -2.4664 -2.1694
H 1.69820 -1.94877 0.40252 -1.0305 2.0897 -0.4875
H 2.06803 -1.05484 -1.06526 -0.9369 1.2549 1.7284
H -0.53092 -2.23641 -0.66350 0.0063 -1.1657 0.9083
H -1.98334 -0.61641 0.21735 2.3303 0.9416 1.0054
H -0.30080 -1.24519 -1.98222 0.5120 1.3947 2.3825
H 0.95859 1.36103 0.37467 0.3964 -3.3009 0.0838
```
Forces are in eV/Å.

Results of the natural (NBO) charge analysis, in e, for atoms 1 through 4:
1. N -0.342
2. N -0.615
3. C -0.451
4. C -0.275

***

No. 5
Here is C5H8N2 in the gas phase from the OMol25 dataset. Energies are from ωB97M-V/def2-TZVPD.

**Net charge**: 0
**HOMO level**: -0.2725 Eh
**DFT total energy**: -8294.52665 eV
**LUMO**: 1.0435 eV
**Structure (SMILES)**: Cn1ccc(N)c1
**Orbital gap**: 8.5 eV
**Energy above the lowest of the compared OMol25 structures with the same formula, charge and spin**: 45.3 kJ/mol

```
15
Properties=species:S:1:pos:R:3:forces:R:3
N 2.56477 0.78801 0.47247 0.0627 -0.0581 -0.1212
N -0.80642 -0.40102 -0.00900 0.0712 0.1608 -0.0618
C 0.48577 -0.59738 0.43528 0.0363 -0.0120 0.0271
C 0.32426 1.45771 -0.46832 0.0706 0.0242 0.0295
C 1.21158 0.53824 0.15746 -0.2034 -0.0288 -0.0590
C -1.89473 -1.34238 0.11394 -0.0952 -0.1057 -0.0026
C -0.90343 0.84379 -0.55125 -0.0481 -0.0692 0.0025
H -1.84084 1.19609 -0.96161 0.1544 -0.0436 0.0595
H 2.97453 1.45062 -0.17432 -0.0279 -0.0683 0.0987
H 3.12063 -0.05827 0.45841 -0.0498 0.1053 0.0369
H 0.77481 -1.52307 0.91525 -0.0413 0.1421 -0.0858
H -2.58725 -1.06024 0.91398 0.0988 -0.0290 -0.0727
H 0.56866 2.45340 -0.81681 -0.0526 -0.1554 0.0487
H -1.49416 -2.33421 0.33332 -0.0284 0.1374 -0.0265
H -2.44743 -1.39868 -0.82818 0.0527 0.0004 0.1266
```
Forces are in eV/Å.

Results of the natural (NBO) charge analysis, in e, for atoms 1 through 4:
1. N -0.809
2. N -0.329
3. C -0.147
4. C -0.347

***

No. 6
Here is C5H8N2 in the gas phase from the OMol25 dataset. Energies are from ωB97M-V/def2-TZVPD.

**Net charge**: 0
**HOMO level**: -0.3649 Eh
**DFT total energy**: -8293.40013 eV
**LUMO**: 0.9047 eV
**Structure (SMILES)**: C[C@@]1(CC#N)CN1
**Orbital gap**: 10.8 eV
**Energy above the lowest of the compared OMol25 structures with the same formula, charge and spin**: 154.0 kJ/mol

```
15
Properties=species:S:1:pos:R:3:forces:R:3
N 2.19266 1.99485 0.73111 0.0962 -1.0242 -0.5220
N -0.89231 -1.30651 -0.81937 -0.0748 0.1158 -0.1643
C -0.17887 -0.24497 -0.11466 0.1005 0.2937 0.1527
C 1.32477 -0.19212 -0.41904 0.0936 -0.0056 0.0408
C -0.74397 1.16000 0.01388 -0.1501 0.1607 0.1085
C -0.75583 -1.39067 0.63432 0.0651 -0.0175 0.3267
C 1.87219 1.01332 0.20963 0.9164 0.7632 0.4572
H -1.83577 -1.02682 -1.08292 0.2252 0.0892 0.0763
H 1.49033 -0.13881 -1.50091 -0.0359 0.0051 0.1519
H 1.87503 -1.05359 -0.03288 -0.1782 -0.0471 -0.1197
H -1.63242 -1.20033 1.25217 0.1469 0.0250 -0.1213
H -0.93523 1.57741 -0.98270 -0.0964 -0.0408 0.1517
H -1.65087 1.18749 0.61750 -0.1387 -0.0779 -0.1986
H -0.00305 1.82535 0.50089 -0.9294 -0.4333 -0.2520
H -0.12666 -2.20459 0.99296 -0.0404 0.1937 -0.0878
```
Forces are in eV/Å.

Results of the natural (NBO) charge analysis, in e, for atoms 1 through 4:
1. N -0.338
2. N -0.588
3. C 0.086
4. C -0.515

***

DFT total energy of number 4 (C5H8N2)? -8290.47282 eV

***

The highest HOMO level belongs to which entry? number 5

***

Among the records above, which one has the lowest LUMO? number 4

***

energy above the lowest of the compared OMol25 structures with the same formula, charge and spin of number 6 (C5H8N2)? 154.0 kJ/mol